1.
The ion C3H6NO with charge +1 at a distorted geometry. Source: the OMol25 dataset; level of theory: ωB97M-V/def2-TZVPD.

E_tot = -6734.0973 eV
HOMO level (spin up / spin down) = -16.0 / -16.0 eV
Strongest force on any atom = 4.5 eV/Å
Structure (SMILES) = CC(C)=[N+]=O
Orbital gap (spin up / spin down) = 8.4 / 8.4 eV
Energy above the lowest of the compared OMol25 structures with the same formula, charge and spin = 374.3 kJ/mol
Net charge = +1
Molar mass = 72.087 g/mol

The geometry in XYZ format:
```
11
Properties=species:S:1:pos:R:3:lowdin_charge:R:1
C -0.571 0.812 -0.949 0.0504
C 0.353 -0.008 -0.075 -0.1470
C -0.298 -0.826 0.989 -0.0042
N 1.722 0.180 0.048 0.1308
O 2.753 0.221 -0.461 0.2948
H -1.450 0.255 -0.721 0.0867
H -0.617 1.875 -0.659 0.1329
H -0.306 0.680 -2.001 0.1166
H 0.327 -1.059 1.909 0.1367
H -0.703 -1.739 0.601 0.1099
H -1.208 -0.392 1.319 0.0923
```



2.
A cluster of 2 separate species, C2H3O2 in total at a distorted geometry. Source: the OMol25 dataset; level of theory: ωB97M-V/def2-TZVPD.

E_tot = -6206.9266 eV
HOMO level = -14.8 eV
Strongest force on any atom = 2.8 eV/Å
Orbital gap = 8.1 eV
Energy above the lowest of the compared OMol25 structures with the same formula, charge and spin = 94.1 kJ/mol
Net charge = +1
Molar mass = 59.044 g/mol

The geometry in XYZ format:
```
7
Properties=species:S:1:pos:R:3:lowdin_charge:R:1
C 1.599 -0.179 0.140 -0.0842
C -2.179 0.227 -0.236 0.2929
O -2.633 -0.686 -0.667 0.3865
O 0.409 -0.020 0.074 -0.0551
H 2.286 -0.285 -0.756 0.1074
H 2.278 -0.176 1.092 0.1265
H -1.760 1.120 0.353 0.2259
```



3.
A structure of composition C14H25I2OP2Ti at a distorted geometry. Source: the OMol25 dataset; level of theory: ωB97M-V/def2-TZVPD.

E_tot = -74849.3480 eV
HOMO level (spin up / spin down) = -14.4 / -14.4 eV
Strongest force on any atom = 7.8 eV/Å
Orbital gap (spin up / spin down) = 5.4 / 5.0 eV
Energy above the lowest of the compared OMol25 structures with the same formula, charge and spin = 123.1 kJ/mol
Net charge = +2
Multiplicity = 2
Molar mass = 572.976 g/mol

The geometry in XYZ format:
```
45
Properties=species:S:1:pos:R:3:lowdin_charge:R:1
I -5.177 0.591 -0.012 0.5591
I -1.278 0.820 -3.136 0.4809
Ti -1.009 0.134 -0.639 0.0598
P -0.586 2.471 0.060 0.7240
C -2.020 3.569 -0.115 -0.2304
C -0.074 2.646 1.800 -0.2092
H 0.074 3.708 2.034 0.0775
H 1.012 4.231 -0.307 0.0784
H 0.860 2.096 1.941 0.0248
H 1.637 2.648 -0.808 0.0544
H -2.870 3.178 0.465 0.0353
H -0.835 2.214 2.465 0.0600
C 0.763 3.294 -0.805 -0.2178
H -1.721 4.559 0.250 0.0734
H 0.485 3.493 -1.836 0.0483
H -2.318 3.633 -1.167 0.0535
P -1.681 -2.232 -0.989 0.7300
C -3.424 -2.520 -1.465 -0.2549
C -0.790 -3.187 -2.315 -0.2110
H -0.413 -3.120 0.932 0.0523
H -1.455 -4.369 0.171 0.0713
H -2.162 -3.094 1.211 0.0584
C -1.388 -3.316 0.466 -0.2187
H 0.290 -3.094 -2.148 0.0540
H -1.110 -4.245 -2.285 0.0778
H -3.584 -3.600 -1.578 0.0734
H -3.647 -2.019 -2.409 0.0546
H -1.028 -2.764 -3.300 0.0504
H -4.095 -2.082 -0.714 -0.0267
C -2.338 0.101 0.900 -0.3089
O -2.736 -0.111 1.989 0.0921
C 0.686 -0.448 0.493 -0.1711
C 2.149 -0.102 0.614 -0.3039
C 3.018 -0.397 -0.442 -0.0472
C 4.396 -0.416 -0.224 -0.0357
C 4.903 -0.106 1.061 -0.0310
C 4.033 0.266 2.082 -0.0492
C 2.663 0.243 1.869 -0.0610
H 0.518 -1.351 -0.173 0.0376
H 0.230 -0.636 1.484 0.0951
H 2.614 -0.703 -1.427 0.1244
H 5.063 -0.745 -1.003 0.1133
H 5.970 -0.189 1.246 0.1208
H 4.416 0.526 3.070 0.1241
H 1.957 0.426 2.691 0.1175
```



4.
A cluster of 2 separate species, C5H13N3 in total at a distorted geometry. Source: the OMol25 dataset; level of theory: ωB97M-V/def2-TZVPD.

E_tot = -9863.0734 eV
HOMO level = -8.3 eV
Strongest force on any atom = 4.0 eV/Å
Structure (SMILES) = [H]/N=C/[C@@H](C)N.[H]/N=C\C
Orbital gap = 8.5 eV
Energy above the lowest of the compared OMol25 structures with the same formula, charge and spin = 317.7 kJ/mol
Net charge = 0
Molar mass = 115.180 g/mol

The geometry in XYZ format:
```
21
Properties=species:S:1:pos:R:3:lowdin_charge:R:1
H -1.491 -1.638 1.461 0.0545
N -0.563 -1.215 1.437 0.0880
C -0.231 -0.769 0.298 -0.2850
C 1.390 -0.712 -0.080 -0.4561
C 1.565 -2.058 -0.793 -0.0873
N 1.814 0.347 -0.900 -0.0368
H -0.847 -0.904 -0.610 0.1179
H 1.881 -0.717 0.898 0.1269
H 0.987 -2.083 -1.718 0.0731
H 1.244 -2.879 -0.155 0.0713
H 2.616 -2.182 -1.049 0.0735
H 1.996 1.171 -0.327 0.0472
H 0.830 0.917 -1.377 0.1043
H -1.051 1.783 -1.521 0.0826
N -0.282 1.797 -0.852 0.0458
C -0.649 1.519 0.367 -0.3048
C -2.065 1.485 0.849 -0.0768
H 0.111 1.674 1.129 0.1255
H -2.729 1.060 0.093 0.0834
H -2.140 0.901 1.764 0.0669
H -2.386 2.502 1.086 0.0859
```